Here is a 2-piece molecular cluster, C51H57F3N3O2 overall from OMol25. Energies are from ωB97M-V/def2-TZVPD.

E_LUMO, eV: -5.939
Net charge: +1
Electronic energy, a.u.: -2591.42282

Bonds (Å) are listed after each position.
Geometry (Å):
1 C 2.221 -2.285 -1.489  C2 1.521, H44 1.097, H45 1.101, H46 1.094
2 C 1.018 -3.212 -1.581  C1 1.521, C3 1.528, C4 1.538, C5 1.545
3 C 0.047 -2.720 -2.654  C2 1.528, H47 1.096, H48 1.096, H49 1.099
4 C 1.547 -4.591 -2.012  C2 1.538, H50 1.095, H51 1.097, H52 1.097
5 C 0.251 -3.387 -0.251  C2 1.545, C6 1.398, C14 1.422
6 C -0.778 -4.334 -0.272  C5 1.398, C7 1.385, H53 1.092
7 C -1.217 -4.893 0.917  C6 1.385, C8 1.393, H54 1.090
8 C -0.601 -4.531 2.113  C7 1.393, C9 1.394, H55 1.090
9 C 0.313 -3.481 2.193  C8 1.394, C10 1.559, C14 1.437
10 C 1.123 -3.307 3.513  C9 1.559, C11 1.522, C12 1.533, C13 1.533
11 C 1.045 -1.908 4.108  C10 1.522, H56 1.097, H57 1.101, H58 1.090
12 C 2.580 -3.702 3.246  C10 1.533, H59 1.098, H60 1.096, H61 1.099
13 C 0.595 -4.225 4.622  C10 1.533, H62 1.095, H63 1.098, H64 1.097
14 C 0.522 -2.734 0.983  C5 1.422, C9 1.437, N15 1.441
15 N 0.763 -1.314 0.992  C14 1.441, C16 1.387, C43 1.394
16 C -0.153 -0.360 0.573  N15 1.387, C17 1.399, N27 1.395
17 C -1.465 -0.620 0.163  C16 1.399, C18 1.450, H65 1.086
18 C -1.958 0.113 -0.986  C17 1.450, C19 1.437, C26 1.415
19 C -1.101 0.662 -2.001  C18 1.437, C20 1.380, H66 1.090
20 C -1.524 1.722 -2.776  C19 1.380, C21 1.417, H67 1.088
21 C -2.814 2.251 -2.523  C20 1.417, N22 1.419, C25 1.408
22 N -2.983 3.656 -2.631  C21 1.419, O23 1.253, O24 1.255
23 O -4.000 4.166 -2.109  N22 1.253
24 O -2.077 4.327 -3.185  N22 1.255
25 C -3.770 1.511 -1.801  C21 1.408, C26 1.378, H68 1.086
26 C -3.339 0.382 -1.142  C18 1.415, C25 1.378, H69 1.081
27 N 0.487 0.875 0.671  C16 1.395, C28 1.445, C42 1.399
28 C -0.092 2.191 0.523  N27 1.445, C29 1.426, C37 1.424
29 C -1.215 2.583 1.309  C28 1.426, C30 1.554, C34 1.406
30 C -1.385 2.300 2.828  C29 1.554, C31 1.530, C32 1.540, C33 1.513
31 C -2.844 2.480 3.253  C30 1.530, H70 1.098, H71 1.099, H72 1.097
32 C -0.538 3.345 3.577  C30 1.540, H73 1.098, H74 1.098, H75 1.098
33 C -0.922 0.922 3.246  C30 1.513, H76 1.093, H77 1.102, H78 1.096
34 C -2.073 3.559 0.772  C29 1.406, C35 1.390, H79 1.093
35 C -1.536 4.535 -0.058  C34 1.390, C36 1.388, H80 1.092
36 C -0.208 4.404 -0.439  C35 1.388, C37 1.407, H81 1.092
37 C 0.460 3.169 -0.354  C28 1.424, C36 1.407, C38 1.561
38 C 1.746 3.118 -1.237  C37 1.561, C39 1.545, C40 1.516, C41 1.530
39 C 1.522 3.959 -2.514  C38 1.545, H82 1.095, H83 1.098, H84 1.098
40 C 2.164 1.751 -1.741  C38 1.516, H85 1.089, H86 1.092, H87 1.100
41 C 2.893 3.748 -0.443  C38 1.530, H88 1.096, H89 1.098, H90 1.096
42 C 1.764 0.657 1.201  N27 1.399, C43 1.343, H91 1.079
43 C 1.949 -0.666 1.335  N15 1.394, C42 1.343, H92 1.079
44 H 2.910 -2.602 -0.696  C1 1.097
45 H 2.767 -2.320 -2.444  C1 1.101
46 H 1.923 -1.245 -1.328  C1 1.094
47 H -0.673 -3.501 -2.925  C3 1.096
48 H -0.519 -1.851 -2.296  C3 1.096
49 H 0.595 -2.431 -3.561  C3 1.099
50 H 0.733 -5.307 -2.171  C4 1.095
51 H 2.112 -4.506 -2.949  C4 1.097
52 H 2.216 -4.998 -1.244  C4 1.097
53 H -1.194 -4.683 -1.219  C6 1.092
54 H -1.992 -5.659 0.913  C7 1.090
55 H -0.872 -5.094 3.006  C8 1.090
56 H -0.001 -1.613 4.261  C11 1.097
57 H 1.546 -1.908 5.089  C11 1.101
58 H 1.549 -1.160 3.496  C11 1.090
59 H 2.625 -4.758 2.948  C12 1.098
60 H 3.026 -3.106 2.441  C12 1.096
61 H 3.182 -3.572 4.155  C12 1.099
62 H 0.683 -5.284 4.356  C13 1.095
63 H 1.178 -4.068 5.539  C13 1.098
64 H -0.450 -3.988 4.857  C13 1.097
65 H -1.914 -1.553 0.491  C17 1.086
66 H -0.119 0.217 -2.167  C19 1.090
67 H -0.896 2.218 -3.514  C20 1.088
68 H -4.788 1.887 -1.740  C25 1.086
69 H -4.035 -0.300 -0.674  C26 1.081
70 H -3.513 1.849 2.652  C31 1.098
71 H -2.964 2.200 4.309  C31 1.099
72 H -3.164 3.525 3.157  C31 1.097
73 H 0.520 3.260 3.296  C32 1.098
74 H -0.871 4.361 3.330  C32 1.098
75 H -0.624 3.205 4.663  C32 1.098
76 H 0.162 0.810 3.149  C33 1.093
77 H -1.172 0.760 4.307  C33 1.102
78 H -1.423 0.146 2.658  C33 1.096
79 H -3.120 3.645 1.070  C34 1.093
80 H -2.113 5.420 -0.335  C35 1.092
81 H 0.273 5.271 -0.896  C36 1.092
82 H 1.598 5.034 -2.319  C39 1.095
83 H 2.286 3.717 -3.265  C39 1.098
84 H 0.540 3.755 -2.960  C39 1.098
85 H 2.503 1.087 -0.947  C40 1.089
86 H 1.352 1.292 -2.308  C40 1.092
87 H 3.009 1.883 -2.434  C40 1.100
88 H 3.076 3.205 0.491  C41 1.096
89 H 3.816 3.730 -1.037  C41 1.098
90 H 2.663 4.789 -0.192  C41 1.096
91 H 2.430 1.475 1.428  C42 1.079
92 H 2.830 -1.207 1.645  C43 1.079
93 F -3.213 -5.371 4.292  C94 1.384
94 C -3.264 -3.994 4.170  F93 1.384, C95 1.394, C108 1.385
95 C -3.170 -3.236 5.337  C94 1.394, C96 1.394, H109 1.086
96 C -3.117 -1.855 5.155  C95 1.394, F97 1.379, C98 1.385
97 F -2.868 -1.057 6.252  C96 1.379
98 C -3.273 -1.245 3.921  C96 1.385, C99 1.422, H110 1.092
99 C -3.467 -2.028 2.750  C98 1.422, C100 1.455, C108 1.419
100 C -3.833 -1.395 1.493  C99 1.455, C101 1.462, H111 1.093
101 C -5.156 -1.707 0.954  C100 1.462, C102 1.433, C107 1.428
102 C -5.952 -0.695 0.325  C101 1.433, C103 1.390, H112 1.095
103 C -7.161 -0.982 -0.298  C102 1.390, C104 1.399, H113 1.090
104 C -7.708 -2.269 -0.252  C103 1.399, C105 1.390, H114 1.087
105 C -7.011 -3.224 0.479  C104 1.390, F106 1.376, C107 1.391
106 F -7.597 -4.456 0.659  C105 1.376
107 C -5.778 -2.986 1.077  C101 1.428, C105 1.391, H115 1.084
108 C -3.395 -3.437 2.909  C94 1.385, C99 1.419, H116 1.090
109 H -3.110 -3.695 6.319  C95 1.086
110 H -3.338 -0.158 3.847  C98 1.092
111 H -3.492 -0.365 1.362  C100 1.093
112 H -5.598 0.341 0.341  C102 1.095
113 H -7.688 -0.188 -0.830  C103 1.090
114 H -8.652 -2.512 -0.733  C104 1.087
115 H -5.332 -3.787 1.655  C107 1.084
116 H -3.466 -4.086 2.036  C108 1.090

---

Here is a 3-piece molecular cluster, C28H61N2O8S2 overall from OMol25. Energies are from ωB97M-V/def2-TZVPD.

E_LUMO, eV: 2.059
Net charge: -1
Electronic energy, a.u.: -2610.87494

Bonds (Å) are listed after each position.
Geometry (Å):
1 C 10.007 -1.557 0.876  C2 1.666, H27 1.173, H28 1.192, H29 1.171
2 C 10.096 -0.896 -0.651  C1 1.666, C3 1.667, H30 1.189, H31 1.191
3 C 8.644 -1.133 -1.435  C2 1.667, C4 1.646, H32 1.183, H33 1.184
4 C 8.591 -0.345 -2.880  C3 1.646, C5 1.646, H34 1.185, H35 1.192
5 C 7.196 0.496 -3.118  C4 1.646, C6 1.669, H36 1.179, H37 1.172
6 C 7.360 2.074 -2.600  C5 1.669, C7 1.643, H38 1.181, H39 1.180
7 C 5.971 2.853 -3.003  C6 1.643, C8 1.663, H40 1.181, H41 1.177
8 C 4.870 2.767 -1.760  C7 1.663, C9 1.662, H42 1.179, H43 1.187
9 C 3.828 4.060 -1.809  C8 1.662, C10 1.660, H44 1.176, H45 1.178
10 C 2.436 3.650 -2.615  C9 1.660, C11 1.668, H46 1.183, H47 1.193
11 C 1.192 4.622 -2.077  C10 1.668, C12 1.649, H48 1.172, H49 1.188
12 C 0.204 3.637 -1.199  C11 1.649, C13 1.647, H50 1.189, H51 1.183
13 C -1.087 3.058 -2.043  C12 1.647, C14 1.634, H52 1.172, H53 1.185
14 C -2.121 2.398 -0.964  C13 1.634, N15 1.505, H54 1.194, H55 1.195
15 N -3.447 1.928 -1.498  C14 1.505, C16 1.512, C19 1.537
16 C -4.128 1.271 -0.318  N15 1.512, N17 1.537, H56 1.194, H57 1.167
17 N -4.606 2.260 0.757  C16 1.537, C18 1.542, H58 1.061
18 C -5.690 1.559 1.601  N17 1.542, H59 1.181, H60 1.174, H61 1.193
19 C -3.305 0.965 -2.688  N15 1.537, C20 1.642, C24 1.638, H62 1.196
20 C -4.741 0.478 -3.317  C19 1.642, C21 1.627, H63 1.194, H64 1.194
21 C -4.925 -1.117 -3.581  C20 1.627, C22 1.674, H65 1.170, H66 1.196
22 C -5.785 -1.877 -2.362  C21 1.674, C23 1.638, H67 1.168, H68 1.193
23 C -5.313 -3.423 -2.100  C22 1.638, H69 1.192, H70 1.181, H71 1.177
24 C -2.269 -0.236 -2.277  C19 1.638, O25 1.336, O26 1.501
25 O -2.512 -1.262 -1.458  C24 1.336
26 O -0.910 -0.235 -2.916  C24 1.501
27 H 10.098 -0.759 1.732  C1 1.173
28 H 10.922 -2.316 0.951  C1 1.192
29 H 9.007 -2.151 1.011  C1 1.171
30 H 11.011 -1.363 -1.250  C2 1.189
31 H 10.252 0.279 -0.539  C2 1.191
32 H 7.787 -0.681 -0.756  C3 1.183
33 H 8.482 -2.291 -1.624  C3 1.184
34 H 8.737 -1.136 -3.750  C4 1.185
35 H 9.507 0.418 -2.905  C4 1.192
36 H 6.924 0.536 -4.264  C5 1.179
37 H 6.292 0.045 -2.523  C5 1.172
38 H 7.589 2.149 -1.443  C6 1.181
39 H 8.276 2.529 -3.189  C6 1.180
40 H 5.461 2.308 -3.918  C7 1.181
41 H 6.215 3.984 -3.219  C7 1.177
42 H 5.497 2.804 -0.762  C8 1.179
43 H 4.294 1.729 -1.778  C8 1.187
44 H 4.342 4.982 -2.328  C9 1.176
45 H 3.605 4.354 -0.691  C9 1.178
46 H 2.538 3.815 -3.782  C10 1.183
47 H 2.149 2.521 -2.358  C10 1.193
48 H 0.644 5.181 -2.949  C11 1.172
49 H 1.631 5.467 -1.368  C11 1.188
50 H -0.248 4.294 -0.317  C12 1.189
51 H 0.771 2.746 -0.666  C12 1.183
52 H -0.788 2.371 -2.944  C13 1.172
53 H -1.630 4.002 -2.513  C13 1.185
54 H -1.539 1.588 -0.307  C14 1.194
55 H -2.365 3.270 -0.184  C14 1.195
56 H -3.368 0.553 0.258  C16 1.194
57 H -5.056 0.610 -0.572  C16 1.167
58 H -3.785 2.294 1.428  N17 1.061
59 H -6.766 2.006 1.408  C18 1.181
60 H -5.663 0.390 1.506  C18 1.174
61 H -5.409 1.793 2.737  C18 1.193
62 H -2.783 1.538 -3.598  C19 1.196
63 H -5.663 0.838 -2.650  C20 1.194
64 H -4.921 1.015 -4.369  C20 1.194
65 H -3.966 -1.711 -3.887  C21 1.170
66 H -5.656 -1.206 -4.523  C21 1.196
67 H -5.729 -1.313 -1.340  C22 1.168
68 H -6.937 -1.885 -2.670  C22 1.193
69 H -5.846 -3.766 -1.090  C23 1.192
70 H -4.152 -3.528 -1.907  C23 1.181
71 H -5.708 -4.150 -2.937  C23 1.177
72 O -4.050 -7.455 0.210  S73 1.448
73 S -3.565 -7.094 1.526  O72 1.448, O74 1.448, O75 1.629, C78 1.777
74 O -4.423 -6.468 2.510  S73 1.448
75 O -2.209 -6.205 1.366  S73 1.629, C76 1.422
76 C -2.269 -5.010 0.599  O75 1.422, C77 1.518, H79 1.096, H80 1.096
77 C -3.021 -3.914 1.332  C76 1.518, H81 1.093, H82 1.093, H83 1.095
78 C -2.830 -8.527 2.277  S73 1.777, H84 1.091, H85 1.090, H86 1.091
79 H -2.710 -5.205 -0.385  C76 1.096
80 H -1.237 -4.681 0.429  C76 1.096
81 H -4.071 -4.183 1.474  C77 1.093
82 H -2.991 -2.976 0.772  C77 1.093
83 H -2.591 -3.752 2.326  C77 1.095
84 H -2.154 -8.999 1.563  C78 1.091
85 H -3.637 -9.211 2.540  C78 1.090
86 H -2.297 -8.219 3.178  C78 1.091
87 O -2.156 2.154 4.352  S88 1.448
88 S -3.008 1.360 5.213  O87 1.448, O89 1.448, O90 1.629, C93 1.777
89 O -4.324 1.813 5.613  S88 1.448
90 O -2.169 0.933 6.542  S88 1.629, C91 1.422
91 C -1.604 1.962 7.346  O90 1.422, C92 1.518, H94 1.096, H95 1.096
92 C -2.669 2.704 8.133  C91 1.518, H96 1.093, H97 1.093, H98 1.095
93 C -3.183 -0.260 4.505  S88 1.777, H99 1.091, H100 1.090, H101 1.091
94 H -1.013 2.650 6.731  C91 1.096
95 H -0.912 1.483 8.048  C91 1.096
96 H -3.351 3.240 7.467  C92 1.093
97 H -2.219 3.436 8.808  C92 1.093
98 H -3.274 2.002 8.716  C92 1.095
99 H -2.198 -0.637 4.223  C93 1.091
100 H -3.817 -0.169 3.623  C93 1.090
101 H -3.658 -0.916 5.237  C93 1.091

---

Here is a 2-piece molecular cluster, C26H23BF6O12S overall from OMol25. Energies are from ωB97M-V/def2-TZVPD.

E_LUMO, eV: -0.921
Structure (SMILES): CCCC[C@@]1(C(=O)C(F)(F)C(F)(F)C(F)(F)C(=O)O)OS(=O)(=O)O[C@]1(O)CB(O)O.O=C1c2ccccc2C(=O)c2ccccc21
Net charge: 0
Electronic energy, a.u.: -2929.79314

Bonds (Å) are listed after each position.
Geometry (Å):
1 C 4.086 2.195 1.900  C2 1.545, H31 1.094, H32 1.092, H33 1.092
2 C 4.375 0.682 2.014  C1 1.545, C3 1.550, H34 1.095, H35 1.091
3 C 3.416 -0.081 2.962  C2 1.550, C4 1.530, H36 1.088, H37 1.090
4 C 2.514 -1.014 2.151  C3 1.530, C5 1.553, H38 1.094, H39 1.094
5 C 1.426 -1.882 2.840  C4 1.553, C6 1.532, O20 1.459, C25 1.565
6 C 0.304 -2.054 1.812  C5 1.532, O7 1.194, C8 1.579
7 O 0.194 -3.062 1.183  C6 1.194
8 C -0.775 -0.967 1.427  C6 1.579, F9 1.347, F10 1.342, C11 1.557
9 F -1.960 -1.558 1.672  C8 1.347
10 F -0.657 -0.797 0.102  C8 1.342
11 C -0.837 0.445 2.079  C8 1.557, F12 1.343, F13 1.340, C14 1.556
12 F 0.400 0.933 2.263  C11 1.343
13 F -1.429 0.322 3.275  C11 1.340
14 C -1.611 1.495 1.231  C11 1.556, F15 1.350, F16 1.329, C17 1.551
15 F -2.743 0.938 0.753  C14 1.350
16 F -0.840 1.854 0.211  C14 1.329
17 C -1.977 2.769 2.038  C14 1.551, O18 1.190, O19 1.347
18 O -1.430 3.807 1.844  C17 1.190
19 O -2.988 2.548 2.901  C17 1.347, H40 0.969
20 O 1.956 -3.234 2.981  C5 1.459, S21 1.586
21 S 2.806 -3.398 4.310  O20 1.586, O22 1.418, O23 1.412, O24 1.599
22 O 4.157 -3.013 4.113  S21 1.418
23 O 2.487 -4.647 4.886  S21 1.412
24 O 2.068 -2.210 5.084  S21 1.599, C25 1.449
25 C 0.983 -1.629 4.320  C5 1.565, O24 1.449, O26 1.390, C27 1.541
26 O 0.984 -0.277 4.639  C25 1.390, H41 0.966
27 C -0.369 -2.280 4.669  C25 1.541, B28 1.611, H42 1.095, H43 1.093
28 B -0.401 -3.791 5.226  C27 1.611, O29 1.365, O30 1.361
29 O -0.376 -4.060 6.564  B28 1.365, H44 0.960
30 O -0.533 -4.868 4.405  B28 1.361, H45 0.962
31 H 3.397 2.530 2.680  C1 1.094
32 H 3.633 2.452 0.941  C1 1.092
33 H 4.999 2.785 2.014  C1 1.092
34 H 4.305 0.247 1.012  C2 1.095
35 H 5.402 0.537 2.354  C2 1.091
36 H 2.822 0.647 3.512  C3 1.088
37 H 4.010 -0.643 3.683  C3 1.090
38 H 3.139 -1.744 1.627  C4 1.094
39 H 2.047 -0.404 1.372  C4 1.094
40 H -2.800 3.013 3.730  O19 0.969
41 H 1.266 -0.200 5.560  O26 0.966
42 H -0.809 -1.624 5.427  C27 1.095
43 H -1.033 -2.233 3.801  C27 1.093
44 H -0.250 -3.285 7.116  O29 0.960
45 H -0.519 -4.656 3.467  O30 0.962
46 O -3.231 3.396 -4.961  C47 1.212
47 C -2.581 2.413 -5.247  O46 1.212, C48 1.492, C61 1.491
48 C -1.811 2.341 -6.523  C47 1.492, C49 1.390, C53 1.396
49 C -1.828 3.435 -7.380  C48 1.390, C50 1.384, H62 1.081
50 C -1.100 3.401 -8.557  C49 1.384, C51 1.391, H63 1.082
51 C -0.351 2.275 -8.883  C50 1.391, C52 1.384, H64 1.082
52 C -0.339 1.179 -8.038  C51 1.384, C53 1.390, H65 1.081
53 C -1.071 1.206 -6.857  C48 1.396, C52 1.390, C54 1.492
54 C -1.055 0.007 -5.969  C53 1.492, O55 1.212, C56 1.491
55 O -0.449 -0.996 -6.282  C54 1.212
56 C -1.805 0.087 -4.683  C54 1.491, C57 1.390, C61 1.396
57 C -1.780 -1.002 -3.821  C56 1.390, C58 1.384, H66 1.081
58 C -2.452 -0.941 -2.611  C57 1.384, C59 1.391, H67 1.082
59 C -3.150 0.208 -2.256  C58 1.391, C60 1.384, H68 1.080
60 C -3.187 1.292 -3.117  C59 1.384, C61 1.390, H69 1.082
61 C -2.517 1.236 -4.333  C47 1.491, C56 1.396, C60 1.390
62 H -2.413 4.304 -7.111  C49 1.081
63 H -1.113 4.254 -9.223  C50 1.082
64 H 0.223 2.254 -9.800  C51 1.082
65 H 0.234 0.294 -8.279  C52 1.081
66 H -1.230 -1.887 -4.109  C57 1.081
67 H -2.427 -1.789 -1.939  C58 1.082
68 H -3.674 0.252 -1.313  C59 1.080
69 H -3.728 2.192 -2.857  C60 1.082